1.
The following is a DFT calculation (the ωB97M-V functional and the def2-TZVPD basis) of a molecular structure, C26H39AuClN3O4.

Atoms and positions in Å:
O (1.28429, -0.62280, -3.29374)
C (0.22571, 0.01649, -3.39533)
C (0.16743, 1.53311, -3.61747)
C (0.62333, 2.48661, -2.71159)
H (0.73798, 2.17643, -1.65842)
C (0.81597, 3.80565, -3.15103)
H (1.15004, 4.53725, -2.42697)
C (0.49523, 4.14445, -4.46877)
H (0.59594, 5.18308, -4.77315)
C (-0.01747, 3.19552, -5.34913)
H (-0.32637, 3.43133, -6.36593)
C (-0.20157, 1.88348, -4.92128)
H (-0.64110, 1.07429, -5.53012)
H (-0.85385, -0.46766, -3.86373)
C (-2.29298, -1.37753, -2.46587)
C (-1.94560, 0.03883, -2.07664)
H (-2.81192, -1.40211, -3.43089)
H (-2.91239, -1.92126, -1.72189)
H (-1.39032, -1.96903, -2.59814)
C (-2.66131, 1.19518, -2.43757)
C (-4.13475, 1.16358, -2.74583)
H (-2.13931, 2.10613, -2.74226)
H (-4.43499, 1.74415, -3.60783)
H (-4.69545, 1.55235, -1.89609)
H (-4.40281, 0.13920, -2.90782)
Au (-2.28238, 0.57006, -0.23273)
Cl (-2.99179, 0.25463, 2.00056)
C (-0.49152, 0.39807, 3.75039)
O (0.63352, 0.03537, 3.36287)
N (-1.14641, -0.09099, 4.83021)
C (-0.57582, -1.15320, 5.61650)
C (-2.34009, 0.56605, 5.31804)
H (-1.09458, 1.14647, 3.21772)
H (0.11955, -1.71499, 4.98492)
H (-1.38129, -1.80430, 5.98027)
H (-0.03888, -0.76397, 6.49457)
H (-2.75359, 1.13123, 4.48350)
H (-2.11557, 1.24412, 6.15334)
H (-3.06859, -0.17928, 5.66405)
H (4.88968, 1.84540, -2.47265)
H (5.03575, 1.74828, 0.13090)
C (3.78708, 1.94783, -2.33708)
C (3.92310, 1.80935, 0.15003)
N (3.35414, 1.28381, -1.10321)
H (3.25917, 1.45941, -3.18081)
C (3.06847, -0.05480, -1.15964)
O (2.76848, -0.71797, -0.16676)
H (3.52258, 1.21020, 0.97887)
H (3.13180, -0.49045, -2.17945)
H (3.52137, 3.02268, -2.30822)
H (3.63710, 2.86743, 0.28169)
H (0.04095, -5.42355, 0.47937)
H (2.36828, -4.81805, -0.51322)
C (-0.38750, -4.76151, -0.27891)
C (1.82317, -4.16547, -1.20921)
N (0.56540, -3.73501, -0.62065)
H (-1.28705, -4.28683, 0.10589)
C (0.30405, -2.45323, -0.29342)
O (-0.80697, -2.04608, 0.08758)
H (2.43888, -3.29547, -1.45270)
H (1.19028, -1.78797, -0.39101)
H (-0.61262, -5.35792, -1.16486)
H (1.62262, -4.74863, -2.12050)
C (0.70279, 4.27836, 0.76608)
C (1.07381, 2.97788, 1.11622)
C (0.28282, 1.86242, 0.77623)
C (-0.89158, 2.09091, 0.03651)
C (-1.30760, 3.38337, -0.25912)
C (-0.48732, 4.47934, 0.07311)
H (1.28061, 5.12575, 1.10768)
H (1.91861, 2.82535, 1.77956)
H (0.49622, 0.88209, 1.21564)
H (-2.31693, 3.56071, -0.62737)
H (-0.84203, 5.48649, -0.13066)

Atomic forces in eV per Å
O -3.2 1.4 0.4
C -0.2 -0.9 -2.9
C 0.7 -0.6 0.2
C 0.1 -0.1 0.1
H 0.4 0.4 -0.8
C -0.6 -0.8 0.0
H 0.0 0.1 -0.2
C 0.1 0.2 0.3
H 0.1 -0.2 -0.1
C -0.4 -0.5 -0.2
H 0.2 0.3 0.2
C 0.0 -0.4 0.5
H 0.3 0.7 0.0
H 3.2 0.7 1.1
C -0.4 -0.4 0.3
C -1.2 -0.1 -2.8
H -0.1 0.1 0.1
H 0.4 0.5 -0.2
H 0.1 -0.1 0.3
C 0.6 -0.9 0.0
C 0.1 0.0 0.5
H 0.1 -0.2 0.7
H 0.3 0.2 -0.3
H -0.1 0.0 0.0
H -0.5 -0.6 0.0
Au -0.9 -0.2 2.3
Cl -0.5 -0.1 -0.7
C 1.3 -0.4 -0.3
O -1.6 0.4 0.7
N 0.2 0.1 -0.1
C 0.2 -0.2 0.2
C 0.1 0.0 -0.1
H 0.4 0.1 0.1
H -0.1 0.1 0.2
H 0.2 0.1 -0.1
H 0.0 -0.1 -0.2
H -0.2 0.0 0.2
H 0.0 -0.1 -0.1
H 0.1 0.2 -0.2
H -0.6 0.2 0.0
H -0.6 -0.1 0.0
C 0.1 -0.3 0.0
C -0.1 0.1 -0.2
N 0.7 0.0 -0.1
H 0.4 0.4 0.4
C 0.0 0.0 0.8
O 0.6 0.5 -1.0
H 0.2 0.3 -0.3
H -0.2 0.3 0.5
H 0.1 -0.6 0.0
H 0.1 -0.5 -0.1
H -0.1 0.0 0.0
H 0.0 0.2 -0.1
C 0.1 -0.2 -0.2
C -0.1 0.0 0.2
N 0.0 0.0 0.1
H 0.0 -0.1 0.0
C -0.5 0.9 0.1
O 1.0 -0.4 -0.3
H -0.1 -0.1 0.1
H -0.6 -0.3 -0.1
H -0.2 -0.1 0.0
H 0.1 0.2 0.1
C -0.3 -0.5 -0.3
C -0.5 -0.4 0.3
C -0.3 0.7 -0.1
C 1.0 1.1 1.1
C 0.5 0.4 0.4
C -0.5 -0.4 0.1
H 0.1 0.0 -0.1
H 0.0 0.0 -0.1
H 0.2 0.3 -0.4
H 0.3 0.0 -0.3
H 0.1 -0.1 0.0

The energy above the lowest of the compared OMol25 structures with the same formula, charge and spin comes out at 42.1 kcal per mole. The value obtained for the largest force on an atom is 0.0687 Eh/bohr. The spin multiplicity is 3. For the LUMO energy (alpha / beta), the calculation gives -0.05 / -1.53 eV. As for the net charge: 0.



2.
The following is a DFT calculation (the ωB97M-V functional and the def2-TZVPD basis) of 2 unconnected molecules or ions with the total composition C26H39BF4N5O6PSi.

Atoms and positions in Å:
C (0.13902, 2.32876, 2.35407)
C (0.77077, 2.50007, 1.31647)
C (1.34512, 3.00126, -0.03741)
C (1.06241, 2.02384, -1.26196)
O (1.60673, 0.68916, -1.22265)
C (2.88984, 0.66942, -0.70683)
N (3.91934, 0.58838, -0.18137)
C (-0.52809, 1.69677, -1.27605)
O (-0.83957, 0.58075, -0.51186)
N (-1.60734, -0.36381, -1.22284)
O (-1.03159, -0.79254, -2.14519)
N (-1.28799, 2.49583, -1.97914)
C (-2.77098, 2.37275, -2.12216)
C (-3.55492, 2.06343, -0.75842)
C (-4.50115, 0.76784, -0.83290)
C (-4.43023, -0.14920, 0.49980)
C (-4.31004, -1.70351, 0.18430)
C (-3.95069, -2.61193, 1.44995)
C (-2.90609, -3.78299, 1.07707)
C (-1.80377, -4.03489, 2.22325)
Si (-0.35046, -2.82898, 1.86056)
C (-1.06420, -1.05894, 2.21120)
C (0.32580, -3.00846, 0.07539)
C (1.13358, -3.02783, 3.03114)
C (2.41857, -3.73769, 2.71162)
C (3.51504, -3.75575, 3.75833)
C (3.38071, -3.08737, 5.09896)
C (2.09218, -2.39389, 5.43897)
C (1.00922, -2.37577, 4.40576)
C (-0.35021, 3.48518, -2.61867)
P (-0.95924, 4.07419, -4.32424)
O (-1.79248, 3.00238, -5.00833)
O (-1.91384, 5.43452, -4.21797)
O (0.29176, 4.43330, -5.36275)
C (1.06558, 2.72398, -2.72783)
N (0.90946, 1.79157, -3.87393)
C (2.36588, 3.60502, -2.96189)
C (3.57363, 2.61971, -3.32412)
N (4.64565, 2.52943, -2.61436)
H (-0.50750, 1.85881, 3.14774)
H (0.92365, 4.02884, -0.30194)
H (2.46082, 3.18556, 0.13045)
H (-3.16336, 3.33730, -2.58326)
H (-3.02742, 1.53892, -2.84625)
H (-2.84543, 2.04999, 0.13370)
H (-4.23477, 2.96049, -0.57705)
H (-4.37710, 0.16084, -1.77886)
H (-5.57184, 1.16551, -0.85304)
H (-5.38889, 0.01103, 1.09898)
H (-3.59601, 0.27389, 1.13363)
H (-5.33399, -2.04556, -0.19318)
H (-3.60591, -1.88052, -0.69503)
H (-4.91595, -3.15311, 1.73604)
H (-3.64566, -2.02567, 2.36810)
H (-2.42251, -3.45487, 0.09810)
H (-3.43228, -4.76474, 0.83228)
H (-1.50761, -5.12510, 2.18330)
H (-2.23119, -3.85889, 3.26889)
H (-0.16779, -0.37363, 2.22023)
H (-1.52724, -1.12783, 3.24796)
H (-1.81505, -0.83665, 1.40013)
H (0.78243, -4.05327, 0.00591)
H (-0.46568, -2.93739, -0.73077)
H (1.11894, -2.23257, -0.18695)
H (2.52786, -4.22044, 1.70256)
H (4.51733, -4.25140, 3.55755)
H (4.20126, -3.06933, 5.87354)
H (1.88711, -1.86278, 6.41390)
H (0.04405, -1.83473, 4.65929)
H (-0.23961, 4.45989, -2.04585)
H (-2.43706, 5.41821, -5.05722)
H (0.64852, 3.60405, -5.76218)
H (-0.05193, 1.43797, -3.96227)
H (1.48007, 0.93824, -3.73765)
H (2.71611, 4.18201, -2.05659)
H (2.29287, 4.33347, -3.82084)
H (3.48557, 1.93801, -4.22924)
H (5.22717, 1.79998, -3.06422)
B (6.74040, -2.46745, 2.57334)
F (5.45015, -1.89424, 2.32125)
F (7.64977, -2.05245, 1.55585)
F (7.21455, -2.02867, 3.84566)
F (6.63575, -3.89573, 2.57004)

Atomic forces in eV per Å
C 0.1 -1.1 -1.2
C -1.0 0.9 -0.2
C 0.6 -0.1 1.1
C -2.8 0.2 -0.4
O 2.7 1.4 0.8
C -1.4 -0.3 0.0
N -1.0 0.2 -0.7
C 1.8 -1.0 1.8
O 0.9 4.1 -1.1
N -0.9 -2.7 -1.9
O -0.7 0.8 1.0
N 1.3 -1.0 0.8
C -1.8 0.1 -0.2
C -0.2 0.5 0.1
C -0.9 0.3 0.9
C -0.3 0.2 -0.4
C -0.5 0.2 0.1
C -0.8 -1.2 -0.4
C -0.1 0.4 0.2
C -0.6 -0.3 -0.6
Si 0.5 0.2 0.7
C 0.4 -0.7 0.0
C 0.1 -0.2 -0.7
C 2.4 0.0 2.6
C -0.5 1.6 3.2
C -1.4 1.0 0.6
C -2.7 0.3 -1.8
C -0.1 -1.2 -3.1
C 1.9 -1.0 -0.4
C 0.8 2.3 -1.0
P -2.1 -1.7 -4.3
O 1.4 1.2 1.9
O 2.0 -1.5 0.0
O -1.1 -0.1 2.0
C 0.1 0.5 0.1
N 0.1 -0.7 1.0
C 1.3 -0.6 -0.1
C 0.4 -0.4 0.3
N -1.7 0.1 -1.3
H 1.3 1.1 -1.1
H 0.4 -1.4 0.5
H -1.3 -0.5 -0.6
H 0.8 -1.3 0.6
H 0.7 1.1 0.6
H -0.9 -0.2 -1.2
H 1.0 -1.1 -0.2
H 0.2 0.6 1.1
H 1.4 -0.5 -0.3
H 1.3 -0.2 -0.7
H -0.7 -0.9 -0.6
H 1.3 0.5 0.4
H -0.7 0.2 1.3
H 1.2 0.9 -0.1
H -0.1 -0.5 -1.2
H -0.3 -0.6 1.2
H 0.4 1.4 0.4
H -0.1 1.2 0.1
H 0.5 -0.1 -1.4
H -1.2 -0.5 -0.1
H 0.4 0.4 -1.4
H 0.7 0.1 1.1
H -0.5 1.4 -0.1
H 0.8 -0.2 0.9
H -0.8 -1.0 0.6
H 0.2 0.5 1.3
H -1.5 0.8 0.0
H -0.9 -0.2 -1.3
H 0.5 -0.8 -1.2
H 1.3 -0.8 -0.3
H -0.3 -1.4 -0.1
H 0.4 0.0 0.7
H -0.5 0.5 0.5
H 0.3 0.3 0.0
H -0.2 0.8 -0.1
H -0.6 -0.7 -0.8
H -0.4 -0.9 0.9
H -0.4 1.1 0.9
H 0.0 0.5 0.6
B 0.2 0.3 0.0
F 0.6 -0.4 0.1
F -0.5 -0.3 0.5
F -0.3 -0.3 -0.6
F -0.1 0.6 0.0

The value obtained for the largest force on an atom is 0.0977 Eh/bohr. For the LUMO energy, the calculation gives -3.14 eV. As for the net charge: 0.



3.
The following is a DFT calculation (the ωB97M-V functional and the def2-TZVPD basis) of a molecular structure, C26H39BeCl5N2O4.

Atoms and positions in Å:
C (-2.54578, 4.55080, -1.88090)
C (-2.36079, 4.10911, -0.41672)
C (-2.48244, 2.58114, -0.26443)
C (-1.16166, 1.86064, -0.53778)
C (-1.05778, 0.46730, 0.10004)
C (0.35839, 0.08091, 0.53665)
C (1.46614, 0.31963, -0.49935)
C (1.86795, -0.91062, -1.33143)
C (0.68339, -1.72677, -1.87843)
C (1.17965, -2.99240, -2.47971)
C (1.64386, -3.28552, -3.70199)
C (1.73055, -2.49203, -4.96171)
C (0.47536, -1.69734, -5.33194)
C (0.65728, -1.16671, -6.75873)
C (-0.80401, -2.51844, -5.25077)
C (2.23710, -4.64705, -3.60625)
O (3.02903, -5.16084, -4.34047)
O (1.85753, -5.21700, -2.41213)
C (1.19172, -4.24493, -1.68510)
O (0.67803, -4.47618, -0.63291)
H (-3.57960, 4.83229, -2.07511)
H (-2.27307, 3.73906, -2.55619)
H (-1.90395, 5.39629, -2.12546)
H (-1.35775, 4.40373, -0.10792)
H (-3.08148, 4.61708, 0.22128)
H (-3.22730, 2.25582, -0.99637)
H (-2.86666, 2.31379, 0.72100)
H (-1.05636, 1.76039, -1.62241)
H (-0.31552, 2.46908, -0.21232)
H (-1.69991, 0.44594, 0.98379)
H (-1.45044, -0.28284, -0.58914)
H (0.62671, 0.56370, 1.47656)
H (0.35019, -0.99127, 0.76023)
H (1.20958, 1.11621, -1.19802)
H (2.36089, 0.64847, 0.03099)
H (2.57021, -1.54315, -0.78599)
H (2.41750, -0.53494, -2.20015)
H (0.16801, -1.10121, -2.60543)
H (-0.00844, -1.97536, -1.07665)
H (1.91583, -3.19315, -5.77793)
H (2.59524, -1.82537, -4.91612)
H (0.34949, -0.80566, -4.69417)
H (-0.16068, -0.50877, -7.04725)
H (0.76469, -1.99226, -7.46286)
H (1.58521, -0.59094, -6.81260)
H (-1.61844, -1.94719, -5.70545)
H (-1.12282, -2.73043, -4.22984)
H (-0.73252, -3.44614, -5.82053)
Be (-1.09447, 0.98149, -4.59214)
C (1.40610, 1.28940, 4.93104)
C (2.25016, 1.62980, 3.79955)
N (2.91745, 1.88421, 2.90151)
H (0.38260, 1.60512, 4.74584)
H (1.40707, 0.21415, 5.11303)
H (1.74743, 1.79331, 5.83118)
N (-0.97033, 0.25297, 7.77570)
C (-0.37199, 1.28025, 8.36922)
C (-1.04995, 2.39792, 8.90946)
C (-2.41269, 2.44964, 8.83135)
C (-3.08174, 1.35949, 8.24659)
C (-2.29237, 0.28098, 7.71167)
H (0.71048, 1.23794, 8.39926)
H (-0.48426, 3.20412, 9.35403)
H (-2.96655, 3.29781, 9.20648)
H (-4.14690, 1.36477, 8.08332)
H (-2.76576, -0.54780, 7.20595)
C (1.31204, -7.07609, -7.21604)
Cl (0.58611, -7.98276, -5.88629)
Cl (3.04423, -6.93443, -6.95644)
Cl (0.99710, -7.91057, -8.74201)
Cl (0.58083, -5.46293, -7.28294)
Cl (-3.73512, -0.35260, 9.71933)
C (1.79483, 5.02273, 5.07582)
O (0.83382, 4.10439, 5.10310)
H (1.80405, 5.59873, 4.11653)
H (1.66423, 5.84251, 5.82134)
H (2.83147, 4.64859, 5.18270)

Atomic forces in eV per Å
C 0.1 0.0 0.3
C 0.2 -0.3 -0.4
C 0.0 0.4 -0.1
C -0.1 -0.2 -0.1
C 0.0 0.2 0.0
C 0.1 -0.5 -0.2
C 0.2 -0.3 0.0
C 0.0 0.4 -0.2
C 0.2 0.1 0.2
C -0.3 0.2 -0.5
C 0.0 0.1 0.4
C -0.1 0.0 0.1
C -0.1 0.1 -0.5
C 0.5 0.1 0.4
C -0.3 0.3 -0.1
C 0.6 0.0 -0.3
O -0.6 0.0 0.2
O 0.0 -0.1 0.2
C -0.2 -0.3 0.3
O 0.3 0.1 -0.3
H 0.0 0.0 -0.1
H 0.0 0.0 -0.1
H -0.1 0.1 0.0
H 0.0 0.1 0.3
H 0.0 0.1 0.1
H -0.1 -0.2 0.2
H 0.1 0.0 0.1
H 0.2 0.1 0.0
H -0.1 0.1 0.2
H 0.0 -0.1 0.0
H -0.1 0.0 0.0
H -0.1 0.3 -0.1
H 0.0 0.0 0.2
H -0.1 0.1 0.1
H 0.0 0.1 -0.1
H -0.2 -0.1 0.2
H 0.2 -0.1 0.0
H -0.2 -0.1 -0.1
H -0.1 0.0 0.0
H 0.2 -0.1 0.0
H 0.0 0.0 0.0
H 0.3 -0.4 0.1
H -0.1 -0.1 -0.1
H -0.2 0.0 -0.1
H 0.0 0.1 -0.1
H 0.0 0.0 0.0
H 0.2 -0.2 0.0
H 0.1 -0.1 0.1
Be -0.2 0.2 0.1
C -0.3 -0.4 0.3
C 0.0 0.0 0.0
N 0.0 0.0 -0.1
H 0.0 0.1 0.0
H 0.1 0.0 -0.1
H 0.1 0.1 -0.1
N -0.2 0.0 0.0
C 0.1 0.1 -0.1
C 0.0 0.0 0.0
C 0.1 0.1 0.2
C -0.4 -0.8 0.4
C 0.3 0.1 -0.1
H 0.0 0.0 0.1
H 0.0 0.0 0.0
H 0.0 0.0 0.0
H 0.0 0.3 -0.4
H -0.1 0.1 0.0
C 0.0 -0.1 0.0
Cl 0.0 0.0 0.0
Cl 0.0 0.0 -0.1
Cl 0.0 0.0 0.0
Cl 0.0 0.0 0.0
Cl 0.4 0.4 -0.1
C 0.8 0.4 0.2
O -0.3 -0.1 0.2
H -0.2 -0.1 0.0
H -0.2 0.0 -0.1
H -0.1 -0.2 -0.1

The value obtained for the largest force on an atom is 0.0188 Eh/bohr. For the LUMO energy, the calculation gives -5.13 eV. As for the net charge: 0.